Computed, not measured: a cluster of 3 separate species, C5H15NO2 in total at a distorted geometry, with ωB97M-V/def2-TZVPD.

The geometry in ORCA input format:
```
! RIJCOSX wB97M-V def2-TZVPD def2/J DEFGRID3
* xyz 0 1
C 2.10 0.80 -1.78
C 2.14 -0.34 -1.04
C 2.10 -0.22 0.52
C 0.62 0.08 1.03
C 0.83 0.59 2.45
N 0.03 1.22 0.35
H 2.18 0.73 -2.79
H 2.37 1.79 -1.39
H 2.29 -1.38 -1.31
H 2.35 -1.29 0.89
H 2.72 0.69 0.96
H 0.08 -0.90 1.06
H -0.08 0.65 2.91
H 1.48 -0.16 3.02
H 1.49 1.42 2.51
H -0.91 1.50 0.57
H 0.22 1.24 -0.60
O -6.00 0.22 -2.26
H -5.88 -0.10 -3.17
H -5.16 0.13 -1.95
O -1.99 -2.29 -0.04
H -1.53 -1.65 -0.50
H -1.47 -2.73 0.56
*
```

As for the SMILES: C=CC[C@@H](C)N.O.O. The energy relative to the best compared isomer or geometry (same formula, charge and spin) is 295.1 kJ/mol. The value obtained for the maximum force is 4.7 eV Å⁻¹. The calculation puts the gap between HOMO and LUMO at 0.358 Ha.

For reference, the natural (NBO) charges in units of e are: -0.43, -0.17, -0.45, -0.04, -0.59, -0.87, 0.19, 0.21, 0.21, 0.21, 0.22, 0.15, 0.20, 0.19, 0.21, 0.38, 0.37, -0.92, 0.46, 0.46, -0.93, 0.47, 0.47